ORCA calculation (ωB97M-V/def2-TZVPD) on an isolated molecule of C3H4O4.

Structure (XYZ):
```
11
Properties=species:S:1:pos:R:3
C 1.61202 -0.21542 1.16839
C -0.47183 0.59482 0.40798
C -1.01796 -0.45561 -1.61996
H 2.73593 -0.28342 1.01695
H -0.98640 1.25434 -0.25835
H -1.01786 0.70077 1.44576
H -1.00232 -1.48420 -2.19080
O 1.11463 -0.82874 2.12055
O 0.99349 0.72498 0.46327
O -0.50069 -0.61383 -0.30888
O -1.45902 0.60632 -2.24491
```

Calculated values
Energy relative to the best compared isomer or geometry (same formula, charge and spin)   219.1 kJ/mol
HOMO level   -10.87 eV
SMILES string   O=COCOC=O
LUMO level   0.022 hartree
Gap between HOMO and LUMO   11.46 eV

Atom charges from the Mulliken analysis, given in e for atoms 1 to 6: atom 1 (C): 0.236, atom 2 (C): -0.176, atom 3 (C): 0.227, atom 4 (H): 0.347, atom 5 (H): 0.373, atom 6 (H): 0.247